Entry from OMol25: a structure of composition C63H150N8O5 in a non-equilibrium geometry (ωB97M-V/def2-TZVPD).

```
! RIJCOSX wB97M-V def2-TZVPD def2/J DEFGRID3
* xyz 0 1
H 8.025 22.604 0.286
H 0.530 25.881 -3.532
H 10.196 25.994 -6.468
O 6.165 27.914 -5.281
H 7.764 25.463 -7.517
O 4.466 22.226 -1.929
H 10.583 26.773 -11.220
C 10.670 28.831 -1.258
C 1.433 27.024 -5.240
H 4.668 27.699 -5.621
C 8.306 29.430 -9.342
H 5.107 31.909 -8.951
H 4.017 27.265 -11.164
H 11.571 26.317 -4.471
C 3.929 24.571 -2.027
H 2.548 24.762 -4.057
H 12.714 25.092 -2.776
H 5.987 31.827 -4.792
H 9.932 28.925 -4.047
H 7.614 27.992 -4.081
H 8.504 26.872 -6.213
C 4.884 23.384 -2.034
H 9.962 28.449 -11.400
C 6.997 22.127 -7.323
H 3.493 29.781 -4.650
C 4.550 23.225 -8.207
N 6.930 29.878 -8.975
C 4.616 25.296 -10.418
C 8.478 22.000 -1.792
H 4.036 25.379 -6.521
C 11.032 26.034 -1.743
H 9.035 31.073 -10.694
C 5.482 26.755 -8.659
C 4.525 24.340 -4.769
H 10.576 29.070 -3.338
H 7.440 31.880 -9.080
H 9.674 26.702 -6.193
H 8.577 26.719 -10.125
H 6.403 22.765 -4.775
H 5.924 21.932 -7.350
C 12.229 24.297 -5.376
H 8.519 21.119 -2.433
C 3.593 26.265 -11.071
H 9.113 25.268 -5.313
H 9.616 25.098 -0.856
C 11.969 23.404 -1.262
H 6.815 24.117 -1.292
H 1.324 26.926 -6.320
H 5.175 27.797 -3.305
H 9.675 25.765 -9.119
H 6.629 27.629 -6.416
H 3.793 30.075 -6.289
C 6.468 29.001 -2.085
C 0.599 25.868 -4.619
C 6.288 28.850 -8.174
O 5.455 23.796 -4.168
H 10.329 26.950 -6.911
H 10.396 25.154 -1.639
C 8.579 24.881 -0.601
H 5.647 32.860 -7.680
C 9.147 29.447 -3.499
C 6.996 23.582 -5.186
H 7.635 21.434 -6.776
H 7.613 23.751 -3.889
H 7.630 31.312 -7.490
C 13.185 23.873 -4.293
H 8.369 29.784 -11.554
H 0.905 24.879 -4.961
H 5.826 25.235 -6.183
H 8.397 28.357 -9.516
H 7.396 28.518 -1.779
H 3.521 27.487 -6.799
C 5.168 27.255 -7.228
C 8.900 29.993 -10.626
H 5.701 29.324 -0.154
H 5.110 27.591 -9.252
C 7.691 26.183 -5.982
H 10.320 21.512 -5.456
H 13.933 24.620 -4.026
H 4.841 26.367 -5.240
H 6.551 26.714 -8.866
N 10.545 26.988 -2.777
H 7.429 25.563 -3.500
H 10.673 23.912 -7.534
H 4.010 25.096 -2.979
H 2.641 26.267 -10.541
H 5.607 25.396 -10.861
H 9.253 29.176 -2.449
H 4.566 31.113 -5.563
H 9.094 27.537 -1.428
H 11.618 27.540 -8.962
H 10.806 29.902 -1.106
H 5.117 30.464 -1.283
C 6.946 28.590 -6.820
H 10.098 29.943 -7.267
H 5.702 28.239 -2.232
C 9.697 23.325 -3.289
C 3.057 23.985 -4.627
H 7.060 25.868 -6.814
C 11.051 28.362 -2.659
C 11.289 22.010 -5.456
C 9.697 27.155 -5.202
H 4.293 24.293 -10.694
H 10.755 26.353 -0.738
C 8.210 21.708 -0.307
H 8.031 28.695 -6.825
C 9.485 25.178 -6.333
H 10.221 25.342 -4.028
H 8.663 25.318 -7.035
H 13.121 26.552 -1.977
H 3.030 23.030 -4.103
H 5.053 31.206 -7.356
H 0.991 27.989 -4.993
H 7.310 27.868 -1.657
H 9.871 29.527 -10.797
C 8.904 26.536 -9.101
H 11.268 28.397 -0.457
H 12.181 20.439 -6.735
C 7.623 26.067 -8.413
H 7.433 20.952 -0.195
H 4.398 22.640 -9.115
C 6.814 26.890 -5.014
H 2.546 26.491 -2.884
H 10.087 28.169 -5.279
H 7.588 22.511 -2.159
C 6.022 29.923 -1.006
H 12.044 25.368 -5.303
H 4.116 25.228 -1.178
H 5.547 28.267 -7.091
C 3.615 27.917 -5.802
C 7.776 29.070 -4.093
H 2.513 23.899 -5.568
H 4.905 26.052 -3.473
H 5.226 29.017 -7.996
H 6.829 30.622 -0.788
C 3.084 27.266 -3.430
H 11.227 21.638 -2.157
H 9.405 23.088 -6.791
H 6.269 27.894 -8.697
H 13.742 22.976 -4.564
H 6.763 27.116 -2.900
H 7.364 22.095 -8.349
H 2.691 28.201 -3.029
H 8.307 23.872 -0.909
C 7.695 25.909 -1.204
H 11.125 29.104 -9.358
H 9.927 29.169 -5.641
H 6.891 22.624 -2.063
H 12.276 23.860 -2.203
H 4.091 27.244 -7.059
O 6.678 25.641 -1.849
C 4.513 26.972 -3.041
H 8.407 24.999 -2.905
H 5.685 25.842 -3.508
H 6.654 29.331 -6.075
O 7.318 24.497 -7.385
H 9.638 28.599 -0.997
N 9.494 27.796 -8.657
C 3.240 29.398 -5.638
C 5.662 31.824 -8.016
H 7.780 29.196 -5.176
H 3.280 25.944 -12.065
C 10.537 26.380 -4.133
N 6.739 29.767 -3.317
H -0.455 25.961 -4.881
H 4.974 22.539 -7.474
H 2.200 29.628 -5.872
H 8.049 27.645 0.005
H 5.660 26.680 -6.443
N 2.831 27.038 -4.902
C 10.190 23.809 -6.562
H 11.633 21.813 -7.640
C 12.078 21.523 -6.688
H 8.452 24.923 0.480
H 6.340 24.078 -9.020
H 9.013 29.680 -8.551
C 4.831 25.418 -5.777
C 8.555 24.263 -3.696
C 10.866 22.336 -1.401
H 7.000 26.930 -8.175
H 7.102 25.468 -9.160
H 8.871 24.834 -4.569
H 9.282 30.527 -3.561
N 4.770 25.514 -8.965
H 8.705 27.316 -4.780
C 6.979 31.206 -8.358
H 8.027 23.555 -4.833
H 9.084 21.261 0.167
C 9.725 27.801 -7.227
H 11.451 29.027 -6.652
H 3.583 23.533 -7.808
H 5.265 28.917 -4.642
H 11.764 21.744 -4.512
C 10.363 29.094 -6.638
H 11.651 28.093 -11.442
H 10.843 21.737 -0.490
H 12.921 25.013 -1.053
C 12.533 25.643 -1.853
H 8.129 25.332 -5.462
H 12.814 22.913 -0.781
C 8.081 27.389 -1.054
N 11.051 23.470 -5.447
C 10.773 28.073 -9.396
C 5.565 30.900 -5.181
H 12.717 24.290 -6.350
N 9.618 22.922 -1.865
C 6.656 26.320 -3.636
H 9.802 22.434 -3.909
H 4.642 30.013 -3.420
H 13.077 21.949 -6.597
H 6.194 30.583 -6.013
C 7.137 23.514 -6.704
H 8.719 27.630 -6.846
H 12.636 23.706 -3.367
H 10.669 23.796 -3.434
C 10.723 27.818 -10.941
H 11.537 24.235 -0.703
H 4.698 26.921 -1.968
H 2.895 24.233 -1.953
C 6.405 23.595 -2.156
H 5.925 24.700 -7.407
C 5.478 29.836 -4.097
H 12.133 28.493 -2.638
H 6.476 24.510 -4.946
H 6.665 24.141 -3.063
C 5.521 24.389 -8.371
*
```

Output
**LUMO**: 0.09 eV
**Highest occupied orbital energy**: -0.2334 Ha